Record 1
Computed, not measured: CH3BCl2O2 as an isolated structure at a distorted geometry, with the ωB97M-V functional and the def2-TZVPD basis.

Output
Frontier orbital gap (eV): 7.78
HOMO (Eh): -0.288
E_LUMO (eV): -0.048

Atoms and positions in Å:
B: 1.269 -0.496 -0.235
C: -1.434 0.181 0.865
O: 1.462 0.656 0.213
O: 1.561 -1.623 -0.732
Cl: -0.947 2.020 0.781
Cl: -1.085 -0.363 -0.785
H: -2.517 0.337 0.865
H: 0.570 1.520 0.404
H: 1.120 -2.231 -1.375

These are the natural (NBO) partial charges, in e, on atoms 1 to 8: atom 1 (B): 1.36, atom 2 (C): -0.54, atom 3 (O): -0.93, atom 4 (O): -0.91, atom 5 (Cl): -0.08, atom 6 (Cl): -0.09, atom 7 (H): 0.16, atom 8 (H): 0.47


Record 2
Computed, not measured: a 4-piece molecular cluster, C13H22O10 overall at a distorted geometry, with the ωB97M-V functional and the def2-TZVPD basis.

Output
Frontier orbital gap (eV): 10.71
HOMO (Eh): -0.371
SMILES: C[C@H]1COC(=O)O1.C[C@H]1COC(=O)O1.C[C@H]1COC(=O)O1.CO
E_LUMO (eV): 0.606

Atoms and positions in Å:
C: -8.733 1.122 17.999
C: -7.828 0.718 16.816
C: -6.711 -0.133 17.303
O: -6.880 -1.387 16.644
C: -8.024 -1.395 15.949
O: -8.545 -2.380 15.397
O: -8.618 -0.209 16.075
H: -8.175 1.889 18.536
H: -8.980 0.232 18.577
H: -9.574 1.661 17.562
H: -7.435 1.545 16.225
H: -6.842 -0.339 18.366
H: -5.810 0.462 17.158
C: -11.229 -0.942 13.651
C: -12.288 -1.885 14.090
C: -11.850 -2.868 15.140
O: -12.809 -2.728 16.091
C: -13.735 -1.824 15.803
O: -14.711 -1.631 16.507
O: -13.400 -1.231 14.659
H: -10.963 -0.169 14.373
H: -11.683 -0.536 12.747
H: -10.314 -1.460 13.366
H: -12.589 -2.484 13.230
H: -10.911 -2.594 15.620
H: -11.783 -3.886 14.756
C: -16.930 -7.952 16.595
C: -15.401 -7.930 16.233
C: -15.116 -8.660 14.911
O: -14.191 -7.917 14.262
C: -14.247 -6.665 14.750
O: -13.593 -5.715 14.339
O: -15.090 -6.607 15.848
H: -17.330 -8.957 16.725
H: -17.369 -7.363 15.790
H: -16.941 -7.414 17.543
H: -14.865 -8.403 17.055
H: -15.914 -8.683 14.169
H: -14.868 -9.696 15.142
C: -13.376 2.382 13.678
O: -13.270 3.620 14.381
H: -13.723 1.565 14.311
H: -14.036 2.504 12.819
H: -12.439 1.959 13.316
H: -14.122 3.903 14.721

These are the natural (NBO) partial charges, in e, on atoms 1 to 8: atom 1 (C): -0.62, atom 2 (C): 0.06, atom 3 (C): -0.10, atom 4 (O): -0.48, atom 5 (C): 0.98, atom 6 (O): -0.61, atom 7 (O): -0.49, atom 8 (H): 0.21


Record 3
Computed, not measured: an isolated molecule of C36H28F3N3O4, with the ωB97M-V functional and the def2-TZVPD basis.

Output
Frontier orbital gap (eV): 9.42
HOMO (Eh): -0.332
SMILES: Cc1cccc([C@@H]2[C@@H]3C(=O)N(Cc4ccccc4)C(=O)[C@@H]3[C@]3(Cc4ccccc4)C(=O)N(c4ccc(C(F)(F)F)cc4)C(=O)N23)c1
E_LUMO (eV): 0.394

Atoms and positions in Å:
C: -3.422 -3.391 -0.891
C: -2.780 -3.299 0.457
C: -2.975 -4.288 1.411
C: -2.379 -4.191 2.655
C: -1.576 -3.107 2.953
C: -1.372 -2.104 2.012
C: -0.499 -0.942 2.399
C: -1.216 0.449 2.502
C: -2.420 0.571 1.586
O: -3.518 0.116 1.750
N: -2.045 1.353 0.510
C: -2.921 1.618 -0.618
C: -2.757 0.600 -1.720
C: -3.864 -0.037 -2.261
C: -3.709 -0.948 -3.292
C: -2.446 -1.246 -3.775
C: -1.336 -0.619 -3.235
C: -1.493 0.307 -2.219
C: -0.799 1.917 0.632
O: -0.293 2.639 -0.185
C: -0.207 1.470 1.961
C: 1.105 0.685 1.755
C: 2.049 0.745 2.977
C: 2.491 2.141 3.321
C: 3.645 2.680 2.768
C: 4.029 3.974 3.072
C: 3.272 4.741 3.940
C: 2.135 4.203 4.518
C: 1.750 2.910 4.211
C: 1.855 1.008 0.465
O: 2.531 1.967 0.225
N: 1.670 -0.089 -0.350
C: 2.098 -0.159 -1.692
C: 2.523 -1.369 -2.229
C: 2.905 -1.432 -3.556
C: 2.869 -0.287 -4.341
C: 3.308 -0.341 -5.775
F: 3.223 -1.570 -6.306
F: 4.592 0.042 -5.927
F: 2.585 0.466 -6.569
C: 2.458 0.925 -3.801
C: 2.067 0.991 -2.478
C: 0.901 -1.107 0.273
O: 0.613 -2.154 -0.236
N: 0.635 -0.667 1.530
C: -1.984 -2.205 0.772
H: -4.223 -2.657 -0.971
H: -3.840 -4.380 -1.057
H: -2.695 -3.175 -1.670
H: -3.597 -5.140 1.178
H: -2.534 -4.964 3.393
H: -1.105 -3.040 3.923
H: -0.080 -1.165 3.390
H: -1.534 0.622 3.531
H: -2.666 2.615 -0.991
H: -3.947 1.610 -0.242
H: -4.849 0.184 -1.878
H: -4.577 -1.433 -3.714
H: -2.326 -1.963 -4.573
H: -0.347 -0.843 -3.605
H: -0.628 0.818 -1.827
H: -0.048 2.347 2.590
H: 2.917 0.121 2.755
H: 1.524 0.310 3.830
H: 4.243 2.089 2.092
H: 4.924 4.383 2.628
H: 3.572 5.751 4.175
H: 1.549 4.788 5.210
H: 0.875 2.489 4.691
H: 2.537 -2.257 -1.619
H: 3.228 -2.370 -3.981
H: 2.431 1.810 -4.418
H: 1.740 1.928 -2.056
H: -1.841 -1.444 0.019

These are the natural (NBO) partial charges, in e, on atoms 1 to 8: atom 1 (C): -0.63, atom 2 (C): 0.00, atom 3 (C): -0.19, atom 4 (C): -0.21, atom 5 (C): -0.23, atom 6 (C): 0.04, atom 7 (C): -0.03, atom 8 (C): -0.33


Record 4
Computed, not measured: a 2-piece molecular cluster, C5H10O2 overall, with the ωB97M-V functional and the def2-TZVPD basis.

Output
Frontier orbital gap (eV): 10.22
HOMO (Eh): -0.365
SMILES: C=CC=O.CCO
E_LUMO (eV): 0.287

Atoms and positions in Å:
C: 1.267 -2.068 0.075
C: 1.312 -1.124 1.015
C: 2.294 -0.008 0.959
O: 2.513 0.729 1.892
H: 0.545 -2.880 0.111
H: 1.976 -2.059 -0.755
H: 0.630 -1.106 1.863
H: 2.822 0.108 -0.011
C: -2.257 1.154 -1.053
C: -1.194 0.983 0.022
O: 0.079 0.783 -0.573
H: -2.349 0.241 -1.658
H: -3.242 1.391 -0.629
H: -1.949 1.963 -1.722
H: -1.108 1.883 0.641
H: -1.459 0.147 0.690
H: 0.120 -0.136 -0.868

These are the natural (NBO) partial charges, in e, on atoms 1 to 8: atom 1 (C): -0.38, atom 2 (C): -0.27, atom 3 (C): 0.41, atom 4 (O): -0.51, atom 5 (H): 0.21, atom 6 (H): 0.20, atom 7 (H): 0.22, atom 8 (H): 0.11


Record 5
Computed, not measured: an isolated molecule of C6H11NO at a distorted geometry, with the ωB97M-V functional and the def2-TZVPD basis.

Output
Frontier orbital gap (eV): 9.87
HOMO (Eh): -0.332
SMILES: [H]/N=C(/CCC)C(C)=O
E_LUMO (eV): 0.834

Atoms and positions in Å:
H: 1.036 2.144 -0.028
N: 0.613 1.523 -0.715
C: 0.406 0.325 -0.253
C: -0.342 -0.688 -0.987
C: -1.469 -0.275 0.346
C: -2.455 0.793 -0.094
C: 1.408 -0.150 0.813
C: 2.674 -0.736 0.238
O: 1.199 -0.025 1.993
H: -0.680 -0.372 -1.971
H: -0.066 -1.722 -0.806
H: -1.962 -1.244 0.430
H: -1.161 -0.113 1.383
H: -3.288 0.833 0.607
H: -2.855 0.584 -1.086
H: -1.982 1.768 -0.116
H: 3.431 -0.812 1.003
H: 2.456 -1.730 -0.177
H: 3.036 -0.104 -0.579

These are the natural (NBO) partial charges, in e, on atoms 1 to 8: atom 1 (H): 0.34, atom 2 (N): -0.71, atom 3 (C): 0.19, atom 4 (C): -0.41, atom 5 (C): -0.39, atom 6 (C): -0.62, atom 7 (C): 0.55, atom 8 (C): -0.72


Record 6
Computed, not measured: an isolated molecule of C6H13N at a distorted geometry, with the ωB97M-V functional and the def2-TZVPD basis.

Output
Frontier orbital gap (eV): 9.79
HOMO (Eh): -0.320
SMILES: C[C@H]1N(C)C1(C)C
E_LUMO (eV): 1.092

Atoms and positions in Å:
C: 0.157 -2.192 0.238
C: 0.152 -0.771 0.739
N: 1.031 0.177 0.078
C: 1.830 1.117 0.839
C: -0.380 0.315 -0.125
C: -1.257 1.472 0.319
C: -0.873 -0.130 -1.721
H: 0.937 -2.774 0.734
H: -0.811 -2.673 0.426
H: 0.346 -2.205 -0.838
H: 0.033 -0.663 1.825
H: 2.121 1.957 0.197
H: 1.347 1.522 1.743
H: 2.746 0.595 1.134
H: -1.603 1.219 -0.692
H: -2.020 1.310 1.096
H: -0.819 2.482 0.378
H: 0.035 -0.330 -2.288
H: -1.451 0.601 -2.355
H: -1.519 -1.026 -1.728

These are the natural (NBO) partial charges, in e, on atoms 1 to 8: atom 1 (C): -0.62, atom 2 (C): -0.07, atom 3 (N): -0.42, atom 4 (C): -0.41, atom 5 (C): 0.13, atom 6 (C): -0.70, atom 7 (C): -0.67, atom 8 (H): 0.21


Record 7
Computed, not measured: a 2-piece molecular cluster, C21H24N2O3S overall at a distorted geometry, with the ωB97M-V functional and the def2-TZVPD basis.

Output
Frontier orbital gap (eV): 7.06
HOMO (Eh): -0.276
SMILES: Cc1ccc(S(=O)(=O)N=C=O)cc1.C=C(c1ccccc1)N1CCCCC1
E_LUMO (eV): -0.453

Atoms and positions in Å:
C: 5.306 -4.519 -4.423
C: 4.601 -3.228 -4.104
C: 4.831 -2.577 -2.885
C: 4.177 -1.385 -2.581
C: 3.253 -0.840 -3.476
S: 2.474 0.762 -3.159
O: 3.506 1.655 -2.690
O: 1.655 1.093 -4.302
N: 1.224 0.687 -1.683
C: 0.188 1.353 -1.694
O: -0.818 1.983 -1.782
C: 3.044 -1.464 -4.704
C: 3.711 -2.645 -5.018
H: 5.022 -4.878 -5.416
H: 6.396 -4.394 -4.403
H: 5.063 -5.300 -3.691
H: 5.548 -3.008 -2.180
H: 4.382 -0.868 -1.645
H: 2.364 -1.008 -5.423
H: 3.557 -3.124 -5.989
C: -0.087 0.856 0.678
C: -1.107 1.123 1.558
C: -1.049 2.305 2.487
C: -1.201 3.604 1.991
C: -1.261 4.693 2.868
C: -1.141 4.485 4.257
C: -0.954 3.183 4.758
C: -0.918 2.108 3.875
N: -2.261 0.374 1.570
C: -2.138 -1.037 1.195
C: -3.461 -1.791 1.052
C: -4.504 -1.452 2.112
C: -4.640 0.058 2.248
C: -3.302 0.719 2.528
H: 0.782 1.516 0.767
H: -0.028 -0.104 0.183
H: -1.267 3.754 0.911
H: -1.403 5.709 2.483
H: -1.204 5.332 4.953
H: -0.847 3.000 5.835
H: -0.772 1.091 4.242
H: -1.500 -1.539 1.950
H: -1.619 -1.108 0.236
H: -3.239 -2.862 1.071
H: -3.879 -1.573 0.062
H: -5.469 -1.891 1.831
H: -4.202 -1.879 3.078
H: -5.063 0.478 1.330
H: -5.329 0.312 3.061
H: -2.955 0.432 3.540
H: -3.467 1.805 2.535

These are the natural (NBO) partial charges, in e, on atoms 1 to 8: atom 1 (C): -0.64, atom 2 (C): 0.03, atom 3 (C): -0.24, atom 4 (C): -0.10, atom 5 (C): -0.35, atom 6 (S): 2.23, atom 7 (O): -0.87, atom 8 (O): -0.90


Record 8
Computed, not measured: an isolated molecule of C6H9NO2S at a distorted geometry, with the ωB97M-V functional and the def2-TZVPD basis.

Output
Frontier orbital gap (spin up / spin down) (eV): 6.83 / 6.83
HOMO (spin up / spin down) (Eh): -0.279 / -0.279
E_LUMO (spin up / spin down) (eV): -0.752 / -0.751

Atoms and positions in Å:
C: -3.370 -0.286 0.602
C: -1.310 -1.040 1.362
C: -1.035 0.026 -0.916
C: -0.195 -1.858 1.977
C: -0.184 0.595 -1.985
C: 1.189 1.205 -1.575
N: -2.509 -0.964 1.355
O: -3.248 1.131 -1.837
O: 1.991 0.264 -0.987
S: -2.463 0.762 -0.676
H: -4.158 0.220 1.021
H: 0.584 -1.147 2.379
H: 0.395 -2.479 1.295
H: -0.596 -2.429 2.942
H: -0.779 1.183 -2.584
H: 0.056 -0.340 -2.598
H: 0.959 2.016 -0.858
H: 1.528 1.766 -2.385
H: 2.389 -0.427 -1.577

These are the natural (NBO) partial charges, in e, on atoms 1 to 8: atom 1 (C): -0.42, atom 2 (C): 0.45, atom 3 (C): -0.36, atom 4 (C): -0.71, atom 5 (C): -0.54, atom 6 (C): -0.03, atom 7 (N): -0.35, atom 8 (O): -0.93


Total energy (eV)
-30900.49742 -34311.49009 -58603.32346 -9440.63915 -9935.66306 -7919.92791 -42122.11445 -22780.13909